{
  "formula": "C3H12NO3S",
  "method": "ωB97M-V with the def2-TZVPD basis set",
  "species": ["C", "C", "S", "N", "C", "O", "H", "H", "H", "H", "H", "H", "H", "H", "H", "H", "O", "H", "H", "O"],
  "xyz": [[0.427, -1.447, -0.475], [1.476, -1.612, 0.629], [0.751, -1.855, 2.293], [-0.634, -0.507, -0.143], [-0.096, 0.887, -0.290], [-0.242, 1.284, -1.609], [-0.020, -2.440, -0.588], [0.919, -1.247, -1.435], [1.997, -2.555, 0.496], [2.107, -0.731, 0.694], [-0.468, -1.309, 2.200], [-1.354, -0.539, -0.855], [0.987, 0.944, -0.132], [-0.684, 1.526, 0.399], [0.073, 2.775, -1.652], [1.192, 3.250, -2.574], [0.471, 3.646, -2.079], [-1.617, 0.387, 1.654], [-2.929, -0.391, 1.388], [-2.355, -0.066, 2.080]],
  "nbo_charge": [-0.228, -0.507, -0.150, -0.701, 0.089, -0.951, 0.175, 0.188, 0.211, 0.210, 0.176, 0.371, 0.127, 0.094, 0.502, 0.441, -1.046, 0.493, 0.470, -0.964],
  "gap_ev": 7.12,
  "e_tot_ha": -800.16716,
  "relative_energy_ev": 0.891,
  "total_charge": -1,
  "lumo_ev": 3.32
}


{
  "formula": "C3H18N6O6Zn",
  "method": "ωB97M-V with the def2-TZVPD basis set",
  "species": ["Zn", "O", "H", "H", "O", "H", "H", "O", "H", "H", "C", "O", "N", "N", "H", "H", "H", "H", "C", "O", "N", "N", "H", "H", "H", "H", "C", "O", "N", "N", "H", "H", "H", "H"],
  "xyz": [[-0.427, 0.021, 0.630], [-0.809, 0.524, 2.642], [-1.222, -0.008, 3.331], [-0.381, 1.261, 3.092], [1.541, 0.784, 0.700], [1.954, 1.426, 0.113], [2.221, 0.538, 1.337], [-2.324, -0.862, 0.481], [-2.377, -1.784, 0.762], [-3.062, -0.726, -0.122], [0.399, -0.589, -2.510], [0.047, -0.510, -1.326], [1.555, -1.193, -2.865], [-0.363, -0.082, -3.512], [2.117, -1.589, -2.135], [1.848, -1.218, -3.826], [-0.025, 0.127, -4.434], [-1.306, 0.166, -3.271], [-1.263, 3.017, -0.335], [-1.139, 1.848, 0.081], [-2.099, 3.884, 0.253], [-0.604, 3.442, -1.446], [-2.635, 3.559, 1.039], [-2.079, 4.876, 0.092], [-0.782, 4.346, -1.847], [0.159, 2.871, -1.754], [1.077, -2.635, 1.710], [0.291, -1.751, 1.316], [1.504, -3.588, 0.843], [1.534, -2.720, 2.970], [2.075, -4.342, 1.186], [1.116, -3.630, -0.080], [2.259, -3.375, 3.209], [1.203, -2.089, 3.677]],
  "nbo_charge": [1.775, -0.994, 0.516, 0.513, -0.992, 0.512, 0.512, -0.997, 0.514, 0.521, 0.807, -0.810, -0.806, -0.822, 0.415, 0.417, 0.418, 0.417, 0.811, -0.832, -0.795, -0.810, 0.422, 0.419, 0.419, 0.408, 0.812, -0.837, -0.804, -0.800, 0.411, 0.422, 0.418, 0.419],
  "gap_ev": 10.80,
  "e_tot_ha": -2684.12148,
  "relative_energy_ev": 0.000,
  "total_charge": 2,
  "lumo_ev": -5.47
}


{
  "formula": "C2H6FNO",
  "method": "ωB97M-V with the def2-TZVPD basis set",
  "species": ["C", "C", "N", "O", "F", "H", "H", "H", "H", "H", "H"],
  "xyz": [[0.315, 0.777, -0.383], [-1.417, 0.189, 0.495], [1.701, -0.926, 0.163], [1.415, 0.448, 0.309], [-2.254, -0.417, -0.421], [0.091, 0.277, -1.254], [0.246, 1.781, -0.485], [-1.037, -0.442, 1.273], [-1.837, 1.056, 0.852], [1.813, -1.192, -0.902], [0.964, -1.549, 0.351]],
  "nbo_charge": [-0.053, 0.001, -0.511, -0.354, -0.364, 0.160, 0.175, 0.147, 0.150, 0.318, 0.331],
  "gap_ev": 10.17,
  "e_tot_ha": -309.50182,
  "relative_energy_ev": 4.462,
  "lumo_ev": 1.00
}


{
  "formula": "C2H3ClS2",
  "method": "ωB97M-V with the def2-TZVPD basis set",
  "species": ["C", "C", "S", "S", "Cl", "H", "H", "H"],
  "xyz": [[1.433, 1.059, -0.509], [-1.127, -0.752, 0.409], [2.533, 2.202, -0.486], [-0.234, 0.553, 1.318], [-0.186, -2.215, 0.112], [1.006, 0.392, -1.340], [-2.045, -0.782, 1.018], [-1.380, -0.457, -0.522]],
  "nbo_charge": [-0.307, -0.542, 0.236, 0.005, -0.051, 0.220, 0.240, 0.198],
  "gap_ev": [7.71, 7.71],
  "e_tot_ha": -1334.45575,
  "relative_energy_ev": 2.748,
  "lumo_ev": [-1.17, -1.18]
}


{
  "formula": "C3H13N2Si",
  "method": "ωB97M-V with the def2-TZVPD basis set",
  "species": ["C", "C", "C", "N", "N", "Si", "H", "H", "H", "H", "H", "H", "H", "H", "H", "H", "H", "H", "H"],
  "xyz": [[1.014, 1.439, -0.699], [0.778, -0.660, 0.599], [1.007, 0.833, 0.628], [-2.609, 0.140, 0.569], [1.809, -1.134, -0.126], [-1.917, -1.079, -0.361], [0.156, 1.168, -1.301], [1.045, 2.481, -0.783], [1.893, 1.194, -1.117], [0.451, -1.217, 1.501], [0.159, 1.434, 1.191], [1.899, 1.000, 1.133], [-3.532, 0.573, 0.548], [-1.944, 0.599, 1.129], [2.042, -2.105, -0.213], [2.160, -0.533, -0.800], [-0.341, -0.986, -0.093], [-1.727, -0.668, -1.712], [-2.341, -2.477, -0.095]],
  "nbo_charge": [-0.617, 0.104, -0.439, -1.318, -0.717, 1.349, 0.216, 0.255, 0.194, 0.251, 0.218, 0.257, 0.447, 0.403, 0.416, 0.397, -0.099, -0.180, -0.137],
  "gap_ev": 9.60,
  "e_tot_ha": -520.78248,
  "relative_energy_ev": 2.577,
  "total_charge": 1,
  "lumo_ev": -4.66
}


{
  "formula": "C15H24N4O3S",
  "method": "ωB97M-V with the def2-TZVPD basis set",
  "species": ["C", "C", "H", "H", "O", "C", "O", "C", "C", "C", "S", "C", "N", "N", "C", "O", "C", "N", "C", "C", "N", "C", "C", "H", "H", "H", "H", "C", "C", "H", "H", "H", "H", "H", "H", "H", "H", "H", "H", "H", "H", "H", "H", "H", "H", "H", "H"],
  "xyz": [[-3.344, -4.566, -4.064], [-4.530, -4.891, -3.195], [-5.356, -4.389, -3.521], [-4.704, -5.867, -3.122], [-4.215, -4.273, -1.913], [-4.239, -3.066, -1.384], [-4.745, -2.232, -1.965], [-3.587, -2.826, -0.195], [-2.079, -2.709, -0.311], [-1.337, -3.804, -0.498], [0.543, -3.310, -0.654], [-0.133, -1.562, -0.449], [-1.705, -1.419, -0.251], [0.622, -0.631, -0.367], [1.906, -0.597, -0.654], [2.464, -1.722, -0.585], [2.469, 0.708, -0.447], [1.844, 1.658, 0.354], [2.216, 2.914, -0.193], [1.265, 3.887, 0.783], [1.211, 3.819, 2.043], [1.194, 2.312, 2.603], [2.119, 1.345, 1.713], [1.860, 0.327, 2.086], [3.213, 1.635, 1.745], [1.154, 2.150, 3.470], [-0.125, 2.132, 2.213], [2.142, 4.472, 2.853], [3.561, 4.384, 3.014], [3.979, 5.022, 3.611], [4.019, 4.486, 1.800], [3.816, 3.440, 3.091], [1.830, 5.556, 2.656], [1.606, 4.521, 3.982], [1.420, 5.041, 0.494], [0.345, 3.581, 0.271], [2.052, 3.214, -1.314], [3.238, 3.136, 0.420], [2.739, 0.998, -1.543], [3.819, 0.489, -0.050], [0.074, 0.285, -0.060], [-1.382, -4.887, -0.325], [-3.856, -3.639, 0.635], [-4.096, -1.846, 0.377], [-3.012, -3.347, -4.200], [-2.541, -5.071, -3.869], [-3.733, -4.858, -5.080]],
  "nbo_charge": [-0.584, -0.038, 0.185, 0.185, -0.554, 0.763, -0.576, -0.500, 0.104, -0.416, 0.298, 0.354, -0.503, -0.646, 0.612, -0.561, -0.267, -0.500, -0.272, -0.180, -0.446, -0.122, -0.269, 0.244, 0.192, 0.137, 0.171, -0.209, -0.565, 0.219, 0.154, 0.197, 0.193, 0.174, 0.196, 0.181, 0.259, 0.162, 0.261, 0.168, 0.454, 0.240, 0.237, 0.257, 0.216, 0.193, 0.200],
  "gap_ev": 7.44,
  "e_tot_ha": -1428.35999,
  "relative_energy_ev": 17.512,
  "lumo_ev": -0.18
}


{
  "formula": "C4H7BrMgNPd",
  "method": "ωB97M-V with the def2-TZVPD basis set",
  "species": ["Pd", "Mg", "Br", "C", "C", "C", "C", "N", "H", "H", "H", "H", "H", "H", "H"],
  "xyz": [[5.899, -16.666, 18.097], [9.129, -17.838, 21.845], [7.598, -16.546, 20.399], [4.243, -12.590, 22.853], [4.709, -13.777, 23.742], [6.073, -14.487, 23.355], [7.263, -13.680, 23.259], [8.192, -12.986, 23.129], [4.533, -12.788, 21.821], [4.659, -11.613, 23.098], [3.170, -12.455, 22.716], [4.004, -14.606, 23.685], [4.651, -13.429, 24.773], [6.055, -15.062, 22.429], [6.094, -15.300, 24.080]],
  "lowdin_spin": [0.991, 0.744, 0.260, 0.052, 0.107, 0.141, 0.169, 0.419, 0.001, 0.002, 0.022, 0.012, 0.005, 0.014, 0.060],
  "spin_multiplicity": 4,
  "gap_ev": [5.71, 3.99],
  "s2": 3.765,
  "e_tot_ha": -3112.52517,
  "relative_energy_ev": 0.157,
  "total_charge": 2,
  "lumo_ev": [-8.14, -13.65]
}


{
  "formula": "C21H30F5NOP2PbS",
  "method": "ωB97M-V with the def2-TZVPD basis set",
  "species": ["Pb", "P", "P", "N", "H", "C", "H", "H", "H", "C", "H", "H", "H", "C", "H", "H", "H", "C", "H", "H", "H", "C", "H", "H", "H", "C", "H", "H", "H", "C", "C", "C", "C", "C", "C", "H", "H", "H", "H", "H", "C", "O", "C", "H", "H", "H", "C", "H", "H", "H", "F", "C", "C", "F", "C", "F", "C", "S", "C", "F", "C", "F"],
  "xyz": [[-2.619, -1.435, -0.963], [-3.794, 1.027, -1.086], [2.899, -0.470, -0.079], [-1.155, -0.600, -2.327], [1.119, 0.753, 1.540], [-2.542, 2.352, -1.054], [-2.855, 3.176, -1.714], [-1.581, 1.945, -1.401], [-2.417, 2.731, -0.030], [-5.076, 1.566, 0.092], [-5.558, 2.494, -0.249], [-4.622, 1.728, 1.080], [-5.833, 0.773, 0.179], [-4.567, 1.250, -2.724], [-4.786, 2.316, -2.888], [-5.502, 0.674, -2.763], [-3.893, 0.891, -3.514], [4.698, -0.490, -0.268], [5.020, -1.506, -0.531], [5.164, -0.195, 0.681], [5.007, 0.211, -1.053], [2.453, -1.856, 0.932], [2.913, -2.750, 0.490], [1.359, -1.951, 0.947], [2.861, -1.794, 2.203], [2.090, -0.544, -1.692], [2.407, -1.447, -2.237], [2.360, 0.342, -2.283], [0.991, -0.555, -1.572], [-1.256, -0.408, -3.628], [-0.685, 1.012, -5.535], [-0.512, 0.684, -4.201], [-2.098, -1.194, -4.492], [-2.246, -0.841, -5.823], [-1.565, 0.273, -6.348], [-0.137, 1.855, -5.957], [0.153, 1.248, -3.542], [-2.619, -2.050, -4.046], [-2.898, -1.441, -6.461], [-1.719, 0.551, -7.393], [-0.170, 0.490, 1.711], [-0.622, -0.100, 0.632], [-0.625, 1.957, 1.907], [-0.071, 2.440, 2.729], [-1.714, 1.988, 2.092], [-0.386, 2.508, 0.985], [-0.199, -0.374, 2.986], [0.599, -0.090, 3.680], [-0.035, -1.418, 2.704], [-1.172, -0.277, 3.489], [2.929, -1.161, 7.568], [2.972, -1.352, 6.236], [2.339, -2.454, 5.663], [1.682, -3.331, 6.447], [2.369, -2.623, 4.271], [1.694, -3.695, 3.762], [2.997, -1.729, 3.425], [2.367, 1.300, 0.775], [3.694, -0.699, 4.026], [4.436, 0.166, 3.274], [3.664, -0.469, 5.410], [4.294, 0.600, 5.933]],
  "nbo_charge": [1.031, 0.879, 1.396, -1.080, 0.174, -0.950, 0.238, 0.287, 0.231, -0.946, 0.237, 0.240, 0.244, -0.945, 0.232, 0.238, 0.281, -0.966, 0.265, 0.275, 0.249, -1.153, 0.246, 0.240, 0.299, -1.005, 0.254, 0.236, 0.324, 0.148, -0.206, -0.277, -0.341, -0.191, -0.331, 0.202, 0.192, 0.188, 0.203, 0.203, 0.349, -0.558, -0.671, 0.228, 0.239, 0.238, -0.675, 0.236, 0.248, 0.246, -0.296, 0.250, 0.252, -0.302, 0.321, -0.330, -0.413, -0.146, 0.301, -0.340, 0.290, -0.312],
  "gap_ev": [3.40, 3.40],
  "e_tot_ha": -2720.99361,
  "relative_energy_ev": 0.483,
  "lumo_ev": [-2.60, -2.60]
}